(1)
Density functional theory data (ωB97M-V with the def2-TZVPD basis set) for C29H37BiN5O as an isolated structure in a non-equilibrium geometry.

Structure (ORCA input):
```
! RIJCOSX wB97M-V def2-TZVPD def2/J DEFGRID3
* xyz -1 1
H -3.386 -0.435 -1.270
O 1.156 2.353 0.796
C 0.817 -1.646 -3.126
C -1.312 3.178 2.182
H -0.229 -2.143 2.350
H -0.295 3.309 2.604
H -4.123 2.762 0.521
C 1.857 3.336 0.957
H -2.818 -1.897 -0.448
H 0.684 1.395 3.472
C -2.572 1.366 0.810
H 3.751 3.839 1.409
N 1.342 4.559 0.905
N -0.597 3.913 -1.674
H 3.183 4.168 -2.578
C -1.682 1.778 1.873
H 0.368 4.690 0.626
H -1.948 -2.413 2.727
C 2.576 -1.843 0.434
C 0.969 -5.289 0.660
Bi -0.096 0.703 0.328
C -1.104 0.575 2.472
H -4.300 -1.089 0.104
H -0.792 -4.149 -3.182
C 1.532 2.872 -2.223
H 1.943 -7.178 1.073
H -1.685 -2.958 -2.216
H 0.470 0.188 -4.334
H 2.569 -4.258 1.676
C -1.263 -1.991 1.970
H 2.931 -1.325 -0.468
C 1.125 -6.552 1.453
C -0.019 0.532 3.487
H 1.198 -2.461 -3.663
H 1.351 -6.341 2.503
H -1.374 3.873 1.317
H -1.694 1.587 -2.018
C 0.130 2.812 -2.018
H 0.610 -0.383 3.458
C 1.809 -4.203 0.900
H -3.793 1.794 -0.930
C -3.275 -0.903 -0.266
N 3.147 3.070 1.234
H 2.062 1.924 -2.348
C 1.340 5.249 -2.131
C -2.583 -0.080 0.756
N 0.658 -1.824 -1.736
C -0.140 -4.048 -1.120
H 1.767 6.236 -2.200
H -0.666 -6.033 -0.538
C -3.311 2.303 -0.076
C 0.145 -0.676 -1.231
H -2.014 3.561 2.939
C 0.001 -5.207 -0.335
H 0.216 -7.160 1.419
C 0.762 -3.004 -0.906
H 3.391 2.086 1.260
H 3.468 -2.170 0.981
C -1.670 -0.577 1.771
C 0.470 -0.377 -3.429
H -0.650 5.990 -1.635
H -0.520 0.547 4.469
C -0.016 5.113 -1.821
C 1.695 -3.023 0.142
H 2.087 -1.103 1.093
H -1.335 -2.636 1.069
C -1.186 -3.937 -2.180
N 0.024 0.236 -2.264
C 2.126 4.117 -2.333
H 1.979 5.314 1.032
H -2.706 3.135 -0.505
C -0.587 1.525 -2.042
H -1.967 -4.673 -1.988
*
```

- energy above the lowest of the compared OMol25 structures with the same formula, charge and spin (eV) = 2.139
- energy (Ha) = -1690.66480
- HOMO level (alpha / beta) (Eh) = -0.0017 / -0.0076
- HOMO-LUMO gap (alpha / beta) (eV) = 2.71 / 2.76
- molar mass (g mol⁻¹) = 680.63

Want to see where the charge sits? The Mulliken charges in e are: number 1, H, carries 0.30; number 2, O, carries 0.25; number 3, C, carries -0.82; number 4, C, carries -1.51; number 5, H, carries 0.11; number 6, H, carries 0.29; number 7, H, carries 0.32; number 8, C, carries -0.37; number 9, H, carries 0.10; number 10, H, carries 0.18; number 11, C, carries 0.97; number 12, H, carries 0.20; number 13, N, carries -0.23; number 14, N, carries -0.15; number 15, H, carries 0.40; number 16, C, carries 0.57; number 17, H, carries 0.06; number 18, H, carries 0.41; number 19, C, carries -2.23; number 20, C, carries 1.03; number 21, Bi, carries 1.13; number 22, C, carries -0.06; number 23, H, carries 0.38; number 24, H, carries 0.38; number 25, C, carries -0.43; number 26, H, carries 0.29; number 27, H, carries 0.23; number 28, H, carries 0.54; number 29, H, carries 0.34; number 30, C, carries -1.05; number 31, H, carries 0.24; number 32, C, carries -1.51; number 33, C, carries -1.51; number 34, H, carries 0.67; number 35, H, carries 0.37; number 36, H, carries 0.19; number 37, H, carries 0.23; number 38, C, carries 0.87; number 39, H, carries 0.22; number 40, C, carries -1.06; number 41, H, carries 0.40; number 42, C, carries -1.56; number 43, N, carries -0.55; number 44, H, carries 0.44; number 45, C, carries -0.37; number 46, C, carries 0.67; number 47, N, carries 0.96; number 48, C, carries 1.15; number 49, H, carries 0.37; number 50, H, carries 0.35; number 51, C, carries -1.17; number 52, C, carries -0.96; number 53, H, carries 0.43; number 54, C, carries -1.05; number 55, H, carries 0.37; number 56, C, carries -0.19; number 57, H, carries 0.25; number 58, H, carries 0.48; number 59, C, carries 0.18; number 60, C, carries -0.89; number 61, H, carries 0.34; number 62, H, carries 0.40; number 63, C, carries -0.63; number 64, C, carries 1.64; number 65, H, carries -0.07; number 66, H, carries 0.03; number 67, C, carries -1.86; number 68, N, carries 0.78; number 69, C, carries -0.66; number 70, H, carries 0.27; number 71, H, carries 0.27; number 72, C, carries -1.58; number 73, H, carries 0.42



(2)
Density functional theory data (ωB97M-V with the def2-TZVPD basis set) for C29H37BrN4O8PPtS2Te as an isolated structure in a non-equilibrium geometry.

Structure (ORCA input):
```
! RIJCOSX wB97M-V def2-TZVPD def2/J DEFGRID3
* xyz -1 1
H 7.279 -0.293 -0.482
H 5.597 2.319 1.011
C -3.583 -0.867 1.939
O 3.339 1.112 0.567
C 5.493 -1.169 -1.269
H 4.292 3.469 1.335
H 2.986 1.750 2.490
N -2.934 0.149 1.139
H -2.789 -1.215 -2.127
H -1.056 -0.707 -5.595
H -1.024 -2.470 -3.851
H -3.168 2.410 -4.384
C -2.475 -0.209 -2.365
C -3.904 2.794 2.503
C 1.064 -0.271 -5.582
O 3.591 -1.885 -3.288
C -0.990 1.498 -1.955
O -1.438 -1.958 1.738
O -2.913 -2.762 3.203
C 3.827 1.444 1.856
H -0.416 -0.128 -4.056
Br -0.955 4.018 -3.223
C -1.614 2.284 -2.902
S -3.912 1.132 0.364
N -1.407 0.258 -1.696
P 1.991 0.228 0.390
C 4.811 2.590 1.716
C 3.431 -2.217 -2.124
H 0.834 -1.951 1.923
C -6.019 1.723 2.086
O 1.802 0.112 -1.075
C 6.656 -1.994 0.664
C -6.315 3.844 5.229
C 6.541 -1.077 -0.371
C 4.631 -3.064 -0.070
C 4.528 -2.161 -1.125
C 1.003 -2.599 -2.240
C 2.322 -1.561 3.434
H -7.564 2.133 3.521
C -6.539 2.325 3.225
H -3.975 0.101 -3.851
N 2.236 -2.708 -1.637
H -0.045 -2.894 -5.265
O -4.948 0.479 -0.416
H 5.246 2.825 2.688
N 1.016 -2.433 -3.553
H -4.417 -1.351 1.414
H -2.874 2.938 2.199
H -3.968 -0.429 2.868
H 1.840 -2.227 4.151
H 1.931 -2.161 -3.912
H -7.404 3.817 5.232
O 2.543 -1.171 1.028
H 3.897 -3.850 0.053
C -2.582 -1.960 2.344
H 1.360 -0.916 -6.414
H 2.166 -2.741 -0.627
H -3.810 4.044 4.238
S -0.361 -2.854 -1.265
O -3.127 2.128 -0.330
C -2.692 1.809 -3.623
C 1.916 -1.978 2.033
C -4.709 1.973 1.726
H 4.304 0.567 2.308
H -5.959 3.348 6.134
H -0.129 1.845 -1.400
H -5.992 4.885 5.271
H -6.620 1.064 1.472
C -4.431 3.395 3.631
H 5.403 -0.475 -2.093
H 1.999 -0.540 3.633
Te 0.178 1.191 1.664
H 1.885 -0.221 -4.866
Pt -1.199 -0.708 0.074
H 3.406 -1.624 3.556
H 2.256 -3.000 1.836
H 0.905 0.737 -5.966
H 7.499 -1.954 1.341
C 5.696 -2.986 0.810
C -3.132 0.528 -3.327
H 5.787 -3.712 1.607
C -0.210 -0.771 -4.907
C -0.126 -2.214 -4.411
C -5.757 3.172 4.002
*
```

- energy above the lowest of the compared OMol25 structures with the same formula, charge and spin (eV) = 1.901
- energy (Ha) = -6047.53347
- HOMO level (Eh) = -0.1385
- HOMO-LUMO gap (eV) = 5.71
- molar mass (g mol⁻¹) = 1067.33

Want to see where the charge sits? The Mulliken charges in e are: number 1, H, carries 0.42; number 2, H, carries 0.29; number 3, C, carries -0.32; number 4, O, carries -0.30; number 5, C, carries -0.49; number 6, H, carries 0.32; number 7, H, carries 0.18; number 8, N, carries -0.01; number 9, H, carries 0.38; number 10, H, carries 0.47; number 11, H, carries 0.43; number 12, H, carries 0.51; number 13, C, carries -0.33; number 14, C, carries -0.55; number 15, C, carries -1.53; number 16, O, carries -0.76; number 17, C, carries -0.33; number 18, O, carries -0.75; number 19, O, carries -0.77; number 20, C, carries 0.26; number 21, H, carries -0.37; number 22, Br, carries -0.19; number 23, C, carries -0.46; number 24, S, carries 1.66; number 25, N, carries 0.84; number 26, P, carries 0.03; number 27, C, carries -1.45; number 28, C, carries 0.43; number 29, H, carries -0.18; number 30, C, carries -0.15; number 31, O, carries -0.73; number 32, C, carries -0.47; number 33, C, carries -1.44; number 34, C, carries -0.57; number 35, C, carries 0.10; number 36, C, carries 0.42; number 37, C, carries 0.32; number 38, C, carries -1.29; number 39, H, carries 0.31; number 40, C, carries -0.77; number 41, H, carries 0.50; number 42, N, carries 0.10; number 43, H, carries 0.42; number 44, O, carries -0.83; number 45, H, carries 0.40; number 46, N, carries -0.14; number 47, H, carries 0.31; number 48, H, carries 0.41; number 49, H, carries 0.29; number 50, H, carries 0.43; number 51, H, carries 0.41; number 52, H, carries 0.35; number 53, O, carries 0.16; number 54, H, carries 0.56; number 55, C, carries 0.25; number 56, H, carries 0.35; number 57, H, carries -0.06; number 58, H, carries 0.36; number 59, S, carries -0.50; number 60, O, carries -0.62; number 61, C, carries -0.36; number 62, C, carries 0.60; number 63, C, carries -0.69; number 64, H, carries 0.02; number 65, H, carries 0.28; number 66, H, carries 0.41; number 67, H, carries 0.36; number 68, H, carries 0.48; number 69, C, carries -0.84; number 70, H, carries 0.38; number 71, H, carries 0.22; number 72, Te, carries -0.44; number 73, H, carries 0.32; number 74, Pt, carries 1.38; number 75, H, carries 0.29; number 76, H, carries 0.26; number 77, H, carries 0.45; number 78, H, carries 0.39; number 79, C, carries -0.75; number 80, C, carries -1.03; number 81, H, carries 0.40; number 82, C, carries 0.55; number 83, C, carries -1.16; number 84, C, carries 1.14